Entry 1:
Here is the molecule C19H19N3OS2 at a distorted geometry from OMol25. Energies are from the ωB97M-V functional and the def2-TZVPD basis.

energy relative to the best compared isomer or geometry (same formula, charge and spin)	151.32	kJ/mol
SMILES	Cc1ccc(N2CCN(C3=NC(=O)/C(=C\c4cccs4)S3)CC2)cc1

The geometry in ORCA input format:
```
! RIJCOSX wB97M-V def2-TZVPD def2/J DEFGRID3
* xyz 0 1
C 7.66179 -0.60703 1.13828
C 6.22080 -0.45108 0.75765
C 5.75127 0.74416 0.22438
C 4.43310 0.89066 -0.15230
C 3.52197 -0.15708 0.00185
N 2.20595 0.00981 -0.43874
C 1.35380 -1.14077 -0.62272
C 0.29804 -0.79823 -1.68452
N -0.43641 0.37524 -1.28685
C -1.69685 0.36809 -0.87704
N -2.30604 1.38955 -0.39043
C -3.61927 1.18885 -0.07894
O -4.33636 2.04266 0.39173
C -4.05662 -0.21362 -0.38761
C -5.24799 -0.84037 -0.25798
C -6.50619 -0.37846 0.21847
C -6.94502 0.83103 0.70432
C -8.30228 0.82220 1.06041
C -8.90245 -0.38318 0.85026
S -7.81833 -1.54128 0.21068
S -2.68934 -1.10913 -1.03430
C 0.40675 1.52714 -1.04454
C 1.45243 1.16140 0.01144
C 3.99093 -1.35391 0.54020
C 5.31819 -1.49325 0.90378
H 7.79611 -1.44828 1.81392
H 8.03348 0.29494 1.62042
H 8.26809 -0.78459 0.24918
H 6.43418 1.57158 0.09330
H 4.10865 1.82451 -0.58656
H 1.94891 -1.97987 -0.98359
H 0.84217 -1.43442 0.30928
H -0.38572 -1.63594 -1.82540
H 0.80323 -0.58160 -2.63157
H -5.26708 -1.87943 -0.57093
H -6.29984 1.68444 0.79529
H -8.81799 1.67779 1.45858
H -9.92180 -0.66013 1.03525
H 0.90474 1.79305 -1.98182
H -0.22292 2.34936 -0.70676
H 0.93091 0.93973 0.95794
H 2.12074 2.00371 0.17940
H 3.32048 -2.18505 0.69604
H 5.65173 -2.43322 1.32056
*
```

***

Entry 2:
Here is C19H20AuN2O2S as an isolated structure at a distorted geometry from OMol25. Energies are from the ωB97M-V functional and the def2-TZVPD basis.

E	-41624.81957	eV

The geometry in ORCA input format:
```
! RIJCOSX wB97M-V def2-TZVPD def2/J DEFGRID3
* xyz 1 1
Au 0.02150 0.69029 2.11830
N -0.00447 -0.17774 4.14012
C 0.41800 -1.58745 4.04438
C -0.09206 -2.21135 2.71426
O -0.29192 -3.39324 2.70139
O -0.21477 -1.34690 1.75699
H 0.61961 0.38312 4.71096
H -0.94838 -0.09390 4.50584
H 0.03582 -2.21624 4.84340
H 1.50343 -1.65045 3.98838
C -0.38647 -3.44849 -1.56987
C -0.34006 -2.60445 -2.84457
C 0.86067 -3.07245 -3.68412
C -1.64227 -2.84422 -3.62691
C -0.19676 -1.11794 -2.55733
C -0.12428 -0.19753 -3.62438
C 0.01037 1.15880 -3.43400
C 0.07938 1.63730 -2.12838
S 0.24828 3.26742 -1.53905
C 0.21566 2.69236 0.07390
N 0.09035 1.38868 0.15719
C 0.00679 0.74051 -1.06504
C -0.13272 -0.63062 -1.26615
C 0.30759 3.44909 1.29654
C 0.44345 4.82865 1.38280
C 0.51410 5.42895 2.63010
C 0.45801 4.65191 3.77890
C 0.32567 3.26731 3.68820
C 0.24588 2.67111 2.44928
H -0.49006 -4.49909 -1.83976
H -1.23683 -3.18307 -0.93940
H 0.53019 -3.34493 -0.98633
H 0.76007 -4.13685 -3.89843
H 1.78737 -2.92175 -3.12742
H 0.93623 -2.54151 -4.63332
H -1.74413 -3.90826 -3.84259
H -1.66323 -2.30323 -4.57331
H -2.50091 -2.53284 -3.02940
H -0.17780 -0.56505 -4.64036
H 0.05924 1.83786 -4.27442
H -0.19015 -1.27288 -0.39802
H 0.49057 5.41822 0.47549
H 0.61037 6.50221 2.71464
H 0.51472 5.11164 4.75603
H 0.28392 2.67702 4.59547
*
```

***

Entry 3:
Here is the molecule C19H20BF3N2O4 at a distorted geometry from OMol25. Energies are from the ωB97M-V functional and the def2-TZVPD basis.

energy relative to the best compared isomer or geometry (same formula, charge and spin)	49.47	kJ/mol
SMILES	O=C(Cc1ccccc1B(O)O)N1CCC(Oc2ccc(C(F)(F)F)nc2)CC1

The geometry in ORCA input format:
```
! RIJCOSX wB97M-V def2-TZVPD def2/J DEFGRID3
* xyz 0 1
O 0.71488 -1.24180 -3.25987
C 0.61413 -0.84388 -2.11288
C -0.42086 -1.49069 -1.20002
C 0.21510 -2.53790 -0.38972
C 0.84582 -3.56295 -1.02317
C 1.29003 -4.66290 -0.29763
C 1.15641 -4.71103 1.08189
C 0.47819 -3.68835 1.71237
C 0.00242 -2.63942 0.99881
B -0.95322 -1.60786 1.69754
O -2.27386 -1.61378 1.29355
O -0.41187 -0.69423 2.62729
N 1.49618 0.09320 -1.56646
C 1.61208 0.43564 -0.12044
C 1.70522 1.98608 0.06630
C 1.34596 2.75680 -1.22285
O -0.00844 2.58298 -1.64143
C -0.97006 2.60394 -0.60584
C -2.08311 1.76880 -0.79032
C -2.82598 1.48130 0.31555
C -2.53233 2.07165 1.53177
C -3.17209 1.47014 2.78537
F -3.92618 0.46260 2.39637
F -2.20684 0.99072 3.60880
F -3.91553 2.40244 3.40917
N -1.63431 3.04524 1.67443
C -0.87464 3.27339 0.61675
C 2.27326 2.35346 -2.40414
C 2.44800 0.79228 -2.41684
H -0.93346 -0.72287 -0.59801
H -1.17218 -1.99207 -1.76200
H 1.04497 -3.50431 -2.09011
H 1.74871 -5.49699 -0.80036
H 1.64885 -5.47809 1.65294
H 0.22379 -3.73013 2.78771
H -2.89990 -0.99427 1.73681
H -1.05377 -0.09082 3.03265
H 0.74499 0.01753 0.41571
H 2.48802 -0.04314 0.27250
H 2.69343 2.24660 0.43878
H 1.11675 2.30961 0.91423
H 1.42585 3.84379 -1.06181
H -2.15534 1.14463 -1.65753
H -3.60864 0.76512 0.22721
H -0.11828 4.02448 0.72278
H 1.80136 2.75964 -3.30867
H 3.23149 2.85743 -2.33323
H 2.37328 0.28223 -3.40307
H 3.41172 0.52575 -1.95085
*
```